[1]
DFT (ωB97M-V/def2-TZVPD) results for a 4-piece molecular cluster, H8O4 overall.

SMILES = O.O.O.O
2S+1 = 1
Kohn-Sham gap = 11.2233 eV
relative energy (zero: lowest compared OMol25 entry of this formula, charge and spin) = 20.0 kcal/mol
E_HOMO = -0.403 Eh

Geometry as XYZ:
```
12
Properties=species:S:1:pos:R:3:forces:R:3
O -0.609610 -1.707323 -2.141758 -0.210 0.064 -0.327
H -0.558300 -2.617032 -2.435040 -0.032 -0.183 -0.131
H -0.135233 -1.696051 -1.310453 0.319 0.193 0.504
O -2.381117 0.310484 1.320500 0.173 -0.155 -0.223
H -2.885958 0.398688 2.128939 -0.119 -0.091 0.239
H -2.048090 1.191186 1.148218 -0.007 0.297 -0.080
O 2.890769 1.508411 -0.064180 -0.064 -0.261 0.057
H 2.329900 1.772316 -0.793571 -0.051 0.114 -0.345
H 2.538276 1.978063 0.691733 0.036 0.194 0.276
O 0.454306 -0.731454 0.509093 0.105 -0.283 -0.136
H 0.878168 0.109427 0.337349 0.433 0.129 -0.102
H -0.473111 -0.516716 0.609170 -0.583 -0.017 0.268
```
Positions in Å, forces in eV/Å.

[2]
DFT (ωB97M-V/def2-TZVPD) results for C20H40GeN6OS2SeTl as an isolated structure.

2S+1 = 1
Kohn-Sham gap = 4.9494 eV
charge = +3
relative energy (zero: lowest compared OMol25 entry of this formula, charge and spin) = 0.0 kcal/mol
E_HOMO = -0.545 Eh

Geometry as XYZ:
```
72
Properties=species:S:1:pos:R:3:forces:R:3
Tl 0.844674 0.430040 -0.749621 0.368 -0.096 -0.104
N 3.613459 -1.232683 1.647482 0.029 0.185 -0.145
C 4.058541 -0.319575 0.759512 -0.030 -0.093 0.053
N 3.285192 0.429284 0.012243 -0.213 0.183 -0.133
C 4.060410 1.265330 -0.812915 -0.314 -0.063 0.080
C 3.571084 2.186577 -1.735926 -0.039 -0.075 0.037
C 4.465006 2.932699 -2.485794 -0.093 -0.015 -0.010
C 5.838777 2.774656 -2.317875 0.072 -0.021 0.032
C 6.337559 1.866965 -1.398299 0.053 0.033 -0.014
C 5.432115 1.120221 -0.658635 0.221 -0.028 0.048
S 5.762039 -0.092967 0.551181 0.164 0.028 -0.005
H 2.631596 -1.395350 1.762536 0.005 -0.015 0.036
H 4.255774 -1.773931 2.198573 -0.014 -0.031 -0.001
H 2.500607 2.318615 -1.877940 0.020 0.088 -0.022
H 4.095702 3.641547 -3.215137 0.000 -0.012 0.010
H 6.521542 3.363495 -2.914885 0.004 -0.013 0.025
H 7.404075 1.744191 -1.261354 -0.023 0.005 -0.026
C -2.392441 2.553450 3.126368 -0.066 -0.010 0.022
N -2.220157 1.534271 2.091722 0.172 0.033 -0.062
C -2.635064 0.297331 2.233639 -0.276 0.239 -0.133
S -2.185576 -0.874877 0.966207 0.013 -0.179 0.380
N -3.313326 -0.095210 3.292574 0.000 -0.259 0.020
C -3.797505 -1.446902 3.626014 -0.043 0.064 -0.068
H -1.957430 3.479513 2.764003 0.010 -0.003 -0.018
H -1.881001 2.264895 4.047726 0.014 -0.012 -0.019
H -3.449927 2.725844 3.337280 0.003 0.002 -0.042
H -1.584682 1.777794 1.309236 0.028 0.009 0.018
H -3.479580 0.604712 4.005052 0.010 0.022 0.010
H -3.292364 -2.189775 3.019278 0.034 0.015 -0.002
H -4.871914 -1.510858 3.468222 -0.025 0.039 -0.008
H -3.584447 -1.639783 4.673448 0.035 0.020 0.022
C -8.357874 -0.080435 -1.401536 -0.116 0.020 -0.072
Ge -6.544687 0.154399 -1.989845 0.315 -0.072 0.309
C -5.902966 1.965997 -2.205984 -0.040 0.119 -0.055
C -5.948109 -1.018184 -3.408524 -0.060 -0.107 -0.053
C -5.471989 -0.391354 -0.231358 -0.645 0.021 0.163
Se -3.707022 -0.673762 -0.734197 0.399 0.087 -0.218
C -3.738511 -2.595336 -0.954395 -0.093 -0.169 -0.151
H -9.006270 0.318807 -2.184103 -0.061 -0.030 0.062
H -8.555345 0.462582 -0.479057 -0.021 0.002 -0.003
H -8.589207 -1.135801 -1.267597 -0.027 0.008 0.014
H -6.405822 2.429145 -3.056497 0.060 0.019 0.013
H -4.828734 1.970273 -2.404776 -0.037 0.047 -0.020
H -6.117248 2.568557 -1.322360 0.009 -0.002 -0.026
H -6.381045 -0.657295 -4.343185 0.042 -0.034 -0.012
H -6.301182 -2.038990 -3.257832 0.030 0.006 -0.022
H -4.863166 -1.015084 -3.530851 -0.016 0.014 -0.068
H -5.910519 -1.268417 0.241149 0.118 0.002 0.094
H -5.571770 0.496791 0.392407 0.096 0.017 -0.028
H -4.313639 -2.804000 -1.855908 0.032 0.049 -0.001
H -4.208384 -3.033683 -0.078566 -0.007 0.036 0.030
H -2.715293 -2.944738 -1.067218 0.015 0.035 -0.061
C -2.524275 3.444281 -0.914248 0.069 0.024 0.043
N -1.516241 4.290033 -0.298440 -0.029 0.036 0.011
C -1.964993 5.653474 -0.009531 0.008 -0.067 0.017
C -0.330661 3.763778 0.101758 0.264 0.032 0.050
O -0.235898 2.510954 0.329983 -0.397 -0.139 0.069
N 0.738369 4.551541 0.271583 0.057 0.100 0.036
C 0.949555 5.842744 -0.390530 0.020 -0.091 0.017
C 1.898987 4.072577 1.027575 -0.058 0.041 -0.082
H -3.393685 3.329989 -0.257094 -0.005 -0.002 -0.002
H -2.104686 2.465315 -1.132864 0.015 0.003 -0.032
H -2.862721 3.900226 -1.846042 -0.030 0.001 0.009
H -2.949004 5.600359 0.459901 -0.012 -0.009 -0.008
H -2.055484 6.250736 -0.916851 0.023 0.013 -0.004
H -1.291012 6.146349 0.682628 0.010 -0.017 -0.003
H 0.225539 6.001682 -1.181883 -0.006 -0.025 -0.011
H 1.943460 5.831408 -0.836690 0.012 -0.014 -0.007
H 0.908316 6.668018 0.320129 -0.021 0.005 0.003
H 1.652416 3.163090 1.563106 -0.025 -0.001 0.027
H 2.197944 4.842394 1.738021 0.000 0.016 0.003
H 2.737521 3.877062 0.356809 -0.014 -0.013 -0.012
```
Positions in Å, forces in eV/Å.

[3]
DFT (ωB97M-V/def2-TZVPD) results for C36H29N8O2S2Ta as an isolated structure.

2S+1 = 1
Kohn-Sham gap = 5.2839 eV
charge = +2
relative energy (zero: lowest compared OMol25 entry of this formula, charge and spin) = 64.6 kcal/mol
E_HOMO = -0.457 Eh

Geometry as XYZ:
```
78
Properties=species:S:1:pos:R:3:forces:R:3
Ta -0.328700 -0.287900 0.106000 -2.922 -1.596 0.635
N -2.753200 -0.316200 3.583500 -0.010 0.030 0.056
C -1.777000 -0.697900 2.759500 0.876 0.580 -0.334
S -0.388200 0.397100 2.560300 0.359 0.032 -0.785
N -1.814200 -1.797400 2.082800 -1.200 -0.530 -0.238
N -0.675100 -2.015400 1.339000 1.372 -0.960 0.345
C 0.202800 -2.889700 1.768400 -0.900 0.446 -0.116
C -0.026700 -3.816400 2.864700 -0.165 -0.150 0.267
C -1.285500 -4.412300 3.030100 0.130 -0.084 -0.169
C -1.509200 -5.283300 4.076800 -0.063 -0.005 -0.059
C -0.501400 -5.555400 4.991700 0.076 0.113 -0.124
C 0.741600 -4.954800 4.848400 -0.015 -0.078 0.134
C 0.983800 -4.094400 3.796600 -0.058 0.120 -0.176
C 1.517000 -2.746300 1.139700 0.820 -0.180 -0.224
C 2.500200 -3.734600 1.161100 -0.496 0.285 -0.048
C 3.742900 -3.457100 0.617300 0.087 0.413 -0.178
C 3.977400 -2.197500 0.078600 -0.136 -0.303 0.236
C 2.943400 -1.273400 0.071900 0.189 0.234 -0.154
N 1.746800 -1.541600 0.578000 -1.086 0.480 -0.094
H -2.577400 0.451500 4.212700 -0.144 -0.067 -0.084
H -3.498900 -0.959000 3.793200 -0.069 -0.050 0.038
H -2.062900 -4.210600 2.310100 -0.083 -0.015 0.023
H -2.474000 -5.754700 4.179000 -0.088 -0.048 0.011
H -0.685700 -6.231900 5.811600 0.002 -0.062 0.079
H 1.522500 -5.160600 5.563100 0.085 0.016 0.074
H 1.943400 -3.605800 3.720400 0.093 0.020 0.010
H 2.274300 -4.701500 1.578700 -0.018 -0.091 0.061
H 4.517200 -4.208300 0.615700 0.076 -0.068 0.008
H 4.939700 -1.941000 -0.332600 0.074 0.091 -0.050
H 3.067500 -0.287700 -0.360300 0.052 -0.059 -0.107
O 0.792400 2.698900 0.281200 0.520 0.025 -0.609
C 1.146300 2.068200 -0.694600 0.656 2.531 1.410
O 0.507100 0.954200 -0.966000 0.241 -0.789 -1.164
C 2.262700 2.427900 -1.605800 0.342 0.213 -0.360
C 2.834100 3.696900 -1.581500 -0.207 -0.196 0.131
C 3.886600 3.962700 -2.446500 0.029 -0.212 -0.088
C 4.311700 2.964200 -3.308700 -0.198 0.054 0.159
C 3.654000 1.737900 -3.271900 0.234 -0.083 -0.145
N 2.670000 1.463100 -2.436300 -0.263 0.069 0.327
H 2.455900 4.447900 -0.907900 -0.040 0.066 0.128
H 4.367400 4.928800 -2.450100 -0.008 0.089 0.022
H 5.127800 3.127200 -3.995600 0.021 0.007 -0.069
H 3.924000 0.931800 -3.944000 0.140 0.027 -0.056
C -3.652000 2.938400 1.135300 0.082 -0.130 -0.185
C -4.699600 2.596800 0.289600 0.257 -0.051 0.045
C -4.512800 1.572500 -0.619300 0.334 -0.094 0.066
C -3.291500 0.895200 -0.654900 -0.575 0.327 -0.026
N -2.300300 1.227600 0.185700 1.272 -1.188 -0.178
C -2.464800 2.233800 1.040000 -0.070 0.620 0.364
C -3.032000 -0.236900 -1.543800 -0.034 -0.138 -0.160
C -3.845600 -0.485200 -2.650100 0.189 0.079 0.216
C -3.624700 -1.590300 -3.448200 0.020 -0.037 0.075
C -2.629100 -2.489300 -3.101400 0.058 -0.029 0.160
C -1.817700 -2.238100 -2.001300 0.110 -0.399 -0.043
C -1.958000 -1.086800 -1.237100 0.819 0.723 0.765
H -3.749500 3.734300 1.853700 0.048 0.110 0.074
H -5.642300 3.121800 0.335200 -0.054 0.020 0.021
H -5.314200 1.279500 -1.276300 -0.036 -0.045 -0.052
H -1.615000 2.486300 1.662900 -0.134 -0.032 -0.091
H -4.636600 0.200600 -2.903200 -0.114 0.078 -0.046
H -4.243700 -1.758900 -4.316800 -0.009 -0.035 -0.053
H -2.476900 -3.378500 -3.694000 0.029 -0.104 -0.005
H -1.062100 -2.969300 -1.742200 0.012 0.032 -0.086
N 3.546200 -3.609100 -6.068600 0.205 -0.258 0.455
C 2.587900 -2.681400 -5.997500 -0.249 0.269 -1.457
S 1.924100 -2.016500 -7.357600 0.164 -0.146 0.202
C 2.077100 -2.275000 -4.677600 -0.234 0.150 0.829
C 1.496600 -1.017800 -4.511200 0.073 -0.220 0.090
C 0.958600 -0.669100 -3.286800 -0.061 0.040 -0.202
N 0.975700 -1.475700 -2.229700 -0.375 0.162 0.624
C 1.527200 -2.675600 -2.383500 0.114 -0.263 0.040
C 2.085600 -3.123400 -3.566700 -0.008 0.263 -0.098
H 3.878600 -3.911900 -6.973200 -0.126 0.094 0.091
H 3.961900 -4.020900 -5.249700 0.044 0.054 -0.045
H 1.455400 -0.334000 -5.343700 -0.030 0.037 -0.065
H 0.495300 0.293200 -3.142200 -0.024 -0.020 -0.144
H 1.513400 -3.326000 -1.519000 -0.002 -0.100 0.079
H 2.485200 -4.124800 -3.619400 0.000 -0.086 0.022
```
Positions in Å, forces in eV/Å.